Arrangement a

ORCA calculation (wB97M-V/def2-TZVPD) on a cluster of 13 separate species, C26H78O26 in total.

```
130
Properties=species:S:1:pos:R:3:mulliken_charge:R:1
C -20.8934 5.6917 -1.0039 -0.645
C -19.8235 4.9548 -1.7711 -0.417
O -19.0746 5.9165 -2.5374 -0.391
O -20.2808 6.5066 0.0191 -0.687
H -21.5881 5.1249 -0.4915 0.571
H -21.4892 6.3316 -1.6559 0.170
H -20.3566 4.3236 -2.5307 0.365
H -19.1566 4.3733 -1.0498 0.170
H -18.2627 6.1704 -1.9950 0.151
H -19.9921 7.3209 -0.4846 -0.004
C -21.0724 13.7480 3.6924 0.413
C -20.3929 14.8017 4.5775 -0.677
O -19.1485 14.3254 5.0855 -0.574
O -21.2550 12.5121 4.3807 -0.670
H -20.2765 13.5882 2.8801 -0.288
H -21.9792 14.1590 3.2346 0.317
H -21.0276 15.1798 5.3752 0.370
H -20.1015 15.6092 3.9167 0.310
H -19.3249 13.6309 5.7059 0.275
H -21.0551 11.8232 3.6965 0.356
C -22.6213 9.3787 -4.3372 -0.679
C -21.7726 10.1551 -3.4241 0.224
O -20.5276 10.6121 -4.0307 -0.577
O -23.6892 8.8490 -3.6717 -0.527
H -22.0786 8.5938 -4.8113 0.242
H -22.9314 9.9814 -5.2650 0.290
H -21.6094 9.5463 -2.5357 -0.200
H -22.2948 11.0823 -3.1009 0.358
H -20.0089 9.8129 -4.1553 0.279
H -24.4927 9.3757 -3.7988 0.343
C -16.1915 14.1090 3.1038 -0.565
C -15.4782 13.5318 1.9111 -0.572
O -16.5629 13.1878 1.0131 0.779
O -16.9855 13.1043 3.7509 -0.545
H -16.8636 14.9823 2.9068 0.241
H -15.4034 14.4666 3.7999 0.343
H -14.9032 12.6642 2.2087 0.353
H -14.7016 14.2006 1.4765 0.383
H -16.2097 13.0248 0.1117 -0.123
H -17.7957 13.5591 4.1300 0.283
C -21.4238 8.7345 3.6703 -0.741
C -21.1544 9.3494 2.2128 -0.329
O -20.3963 10.5476 2.3948 -0.166
O -20.0923 8.5467 4.1890 -0.721
H -21.8325 7.7388 3.6836 0.496
H -22.0438 9.5048 4.2263 0.274
H -22.1530 9.4859 1.7729 0.451
H -20.6076 8.5868 1.6046 0.287
H -19.3967 10.3445 2.5305 0.246
H -19.7954 9.4585 4.4085 0.319
C -15.8000 9.8698 3.8508 -0.393
C -16.9611 9.5371 2.8567 1.163
O -18.0012 10.4687 3.0512 -0.204
O -14.6513 9.1153 3.4352 -0.526
H -16.1996 9.5431 4.8687 0.199
H -15.6111 10.9489 3.8869 0.296
H -17.3707 8.5546 3.1749 -0.589
H -16.4658 9.5458 1.8922 -0.173
H -17.5328 11.3178 3.2272 -0.105
H -13.9086 9.5875 3.7674 0.304
C -17.4348 12.9369 -5.1319 0.728
C -18.7803 13.1265 -5.8150 -0.661
O -19.1634 11.8026 -6.2527 -0.551
O -16.5115 12.2330 -6.0062 -0.645
H -17.5009 12.3602 -4.2473 -0.618
H -16.9465 13.8712 -4.9130 0.590
H -18.6447 13.8295 -6.6223 0.278
H -19.5407 13.5177 -5.1149 0.307
H -19.8638 11.5156 -5.6923 0.339
H -16.9794 11.3570 -6.2089 0.343
C -16.8881 9.0682 -5.0914 0.288
C -17.5954 7.7369 -4.7323 -0.237
O -18.9307 8.0322 -4.3057 -0.528
O -16.8947 9.4894 -6.4716 -0.748
H -15.8275 8.9286 -5.0220 0.340
H -17.2162 9.7813 -4.3254 -0.259
H -17.0217 7.1403 -4.0040 0.124
H -17.5404 7.1043 -5.6093 0.451
H -19.2936 7.1761 -4.0447 0.211
H -17.7708 9.5672 -6.9378 0.352
C -15.6469 12.3801 -2.6900 1.230
C -14.2754 11.7027 -2.6944 -1.242
O -13.9514 10.8555 -1.5992 -0.367
O -15.6986 13.3514 -1.6611 -0.592
H -16.4773 11.7144 -2.5479 -0.675
H -15.6604 12.7996 -3.6926 0.179
H -13.5537 12.5324 -2.7530 0.527
H -14.2787 11.1400 -3.6309 0.298
H -13.4621 11.3991 -0.9767 0.282
H -16.5738 13.8435 -1.6740 0.373
C -17.6197 5.6314 2.6070 -0.535
C -18.1619 5.8494 4.0382 -0.630
O -19.5451 5.9378 4.2767 -0.591
O -17.9199 6.6906 1.7070 -0.125
H -18.0400 4.7082 2.2427 0.427
H -16.5368 5.5491 2.7530 0.374
H -17.5236 6.5640 4.6568 0.189
H -18.0160 4.8234 4.5286 0.380
H -19.7115 6.8769 4.2174 0.467
H -18.8236 6.5314 1.4563 0.069
C -18.5140 15.6434 -1.0083 -0.916
C -18.1362 15.6474 0.4753 -0.493
O -18.7292 14.5790 1.3041 -0.285
O -18.1926 14.5946 -1.8007 -0.363
H -18.0317 16.4639 -1.5981 0.254
H -19.5232 15.8363 -1.0588 0.614
H -18.6054 16.5380 0.7774 0.528
H -17.0524 15.8120 0.6541 0.226
H -18.0411 13.8741 1.3183 -0.206
H -18.8216 13.8641 -1.6805 0.130
C -15.4061 6.4938 -0.8703 -0.528
C -14.6225 7.7269 -1.1785 -0.368
O -14.9704 8.2406 -2.4420 -0.411
O -16.7872 6.7724 -0.8760 0.069
H -15.0411 5.9940 0.0211 0.383
H -15.2611 5.8085 -1.7017 0.290
H -13.5766 7.4467 -1.3409 0.325
H -14.7413 8.5460 -0.4945 0.183
H -15.8054 8.6788 -2.3953 0.006
H -17.1798 6.8518 0.0298 0.169
C -18.6422 9.6775 -0.8583 2.332
C -19.4893 10.8215 -0.6109 -0.694
O -19.6849 11.7005 -1.7210 -0.410
O -19.4888 8.6598 -1.5265 1.280
H -18.3305 9.1437 0.0684 -0.841
H -17.8340 9.9088 -1.5884 -1.193
H -19.1708 11.4510 0.2252 0.034
H -20.4294 10.3603 -0.2821 0.340
H -20.0475 11.2189 -2.4375 0.166
H -19.1192 8.1925 -2.3107 -0.293
```

Computed properties:
Frontier orbital gap   9.95 eV
HOMO energy   -9.6 eV



Arrangement b

ORCA calculation (wB97M-V/def2-TZVPD) on a cluster of 13 separate species, C26H78O26 in total.

```
130
Properties=species:S:1:pos:R:3:mulliken_charge:R:1
C 1.7212 -0.6347 -4.9749 -0.241
C 3.2464 -0.2630 -5.0275 -0.551
O 3.6317 0.5882 -3.9956 -0.448
O 1.2723 -1.4018 -3.8120 -0.551
H 1.4413 -1.2746 -5.8118 0.539
H 1.1557 0.2917 -5.0750 -0.002
H 3.5139 0.2845 -5.9313 0.332
H 3.8927 -1.1213 -4.8439 0.272
H 4.2441 0.1504 -3.3999 0.029
H 0.3346 -1.5329 -3.9704 0.221
C -5.4322 -0.0562 -0.6069 0.356
C -4.5377 -0.4690 -1.7853 0.022
O -5.1150 -0.2469 -3.0564 -0.558
O -6.5563 -0.8775 -0.4338 -0.578
H -5.7847 0.9495 -0.8356 0.204
H -4.8854 -0.0990 0.3351 -0.355
H -4.2514 -1.5206 -1.7699 0.255
H -3.5984 0.0685 -1.6553 -0.085
H -6.0014 -0.6154 -3.0645 0.309
H -7.2869 -0.4403 -0.8773 0.380
C 4.8361 2.5936 -0.3099 -0.165
C 3.3476 2.7530 -0.8634 0.459
O 2.9424 4.0836 -1.1347 -0.676
O 5.8347 2.7187 -1.3455 -0.550
H 4.9435 1.6768 0.2698 -0.078
H 4.9159 3.3840 0.4365 0.430
H 2.6766 2.3672 -0.0959 -0.035
H 3.1836 1.9898 -1.6241 -0.236
H 2.2946 4.0851 -1.8432 0.475
H 5.5206 3.1914 -2.1199 0.343
C 2.3688 -4.4842 -1.8335 0.081
C 3.5334 -5.4430 -1.6250 -0.586
O 3.9905 -6.0968 -2.7922 -0.536
O 2.7260 -3.2314 -2.4006 -0.550
H 1.9924 -4.1596 -0.8634 0.041
H 1.5849 -4.8048 -2.5197 0.379
H 3.2331 -6.2429 -0.9482 0.416
H 4.3436 -4.8350 -1.2223 0.124
H 3.5252 -6.9357 -2.8292 0.331
H 2.0135 -2.8964 -2.9498 0.174
C -0.7160 4.3325 0.4754 0.377
C -0.4027 5.8390 0.0919 -0.569
O -1.6262 6.4653 -0.1592 -0.579
O -1.1108 4.0885 1.8318 -0.451
H 0.1660 3.6984 0.3857 -0.169
H -1.3882 3.7782 -0.1795 0.228
H 0.2939 5.8135 -0.7460 0.179
H -0.0422 6.4152 0.9441 0.367
H -1.9760 6.8114 0.6650 0.342
H -1.9438 4.5610 1.8991 0.256
C 5.8054 -1.7857 -1.7955 -0.463
C 6.7273 -0.6103 -2.1812 -0.695
O 6.5652 -0.1854 -3.5602 -0.527
O 4.4620 -1.3026 -1.7455 0.228
H 6.0809 -2.3428 -0.9000 0.476
H 5.8768 -2.6052 -2.5106 0.418
H 7.7478 -0.9455 -1.9962 0.380
H 6.5970 0.2102 -1.4756 0.117
H 6.7032 -0.8933 -4.1938 0.351
H 3.8875 -2.0684 -1.8170 -0.001
C -2.8329 1.5331 5.1426 -0.786
C -2.4213 1.8609 3.6859 -0.016
O -3.0200 0.9315 2.8160 -0.157
O -2.1943 0.3563 5.5691 -0.490
H -3.9071 1.4476 5.3067 0.308
H -2.4541 2.4080 5.6710 0.380
H -1.3385 1.7934 3.5800 0.241
H -2.7423 2.8781 3.4613 0.181
H -2.8087 0.0829 3.2122 0.102
H -1.2359 0.3796 5.5177 0.308
C 0.2577 -5.2353 4.3986 -0.560
C 1.2596 -4.2692 3.8214 -0.311
O 0.4911 -3.1868 3.2377 -0.243
O -0.3369 -4.7538 5.6133 -0.579
H 0.7517 -6.1286 4.7807 0.343
H -0.5191 -5.5292 3.6927 0.239
H 1.8900 -4.8075 3.1136 0.292
H 1.9469 -3.8711 4.5679 0.297
H 0.7338 -2.9551 2.3382 0.327
H -1.1121 -4.2634 5.3300 0.334
C -7.2911 3.0110 0.7691 -0.469
C -6.2942 2.4917 1.8081 -0.353
O -4.9495 2.5790 1.4522 -0.321
O -7.0769 4.2843 0.2838 -0.577
H -8.2727 2.9862 1.2421 0.351
H -7.3783 2.3290 -0.0768 0.155
H -6.5032 1.4715 2.1299 0.364
H -6.3317 3.1567 2.6710 0.379
H -4.5131 1.9393 2.0196 0.140
H -6.2393 4.4621 -0.1503 0.330
C -0.6098 2.5537 -3.9598 -0.325
C 0.8151 2.9747 -3.6691 0.401
O 0.8622 4.1847 -2.8633 -0.360
O -1.3389 3.6280 -4.4964 -0.616
H -1.1537 2.2326 -3.0714 0.215
H -0.6002 1.6723 -4.6009 0.257
H 1.2487 3.3046 -4.6132 0.390
H 1.3783 2.2016 -3.1464 -0.438
H 0.8432 4.9880 -3.3886 0.260
H -1.5355 4.2145 -3.7622 0.358
C -3.3592 -2.8966 2.3429 -0.207
C -4.0676 -3.6892 3.3957 -0.573
O -3.1352 -4.4549 4.1116 -0.425
O -2.5007 -1.8698 2.8547 -0.531
H -4.0737 -2.3130 1.7623 0.101
H -2.8428 -3.4803 1.5808 0.299
H -4.7209 -4.4662 2.9985 0.366
H -4.7427 -3.0829 3.9997 0.342
H -3.5677 -4.7244 4.9252 0.269
H -1.8162 -2.2894 3.3811 0.123
C 3.0544 -1.8292 1.7172 -0.497
C 3.3178 -0.3236 1.9888 0.243
O 2.4953 0.1737 3.0394 -0.527
O 1.7693 -2.1562 1.1627 -0.370
H 3.1579 -2.3939 2.6438 0.396
H 3.8263 -2.2273 1.0586 0.151
H 2.9070 0.1631 1.1042 -0.427
H 4.3903 -0.1293 2.0018 0.486
H 2.6357 1.1219 3.0935 0.322
H 1.6106 -1.5976 0.3983 -0.031
C -0.5299 0.2668 0.4154 -0.186
C 0.0663 0.1820 -0.9771 0.723
O 1.3552 -0.3618 -0.9865 0.822
O -1.8142 0.7088 0.3806 -0.088
H 0.0747 0.9401 1.0230 0.136
H -0.5208 -0.6679 0.9760 0.098
H 0.1407 1.2097 -1.3326 -0.618
H -0.5586 -0.3602 -1.6867 0.362
H 1.6917 -0.2593 -1.8797 -0.723
H -2.2286 0.7027 1.2465 -0.047
```

Computed properties:
Frontier orbital gap   9.71 eV
HOMO energy   -9.6 eV



The data favor arrangement a; the next most stable structure lies 0.0621 hartree above it.



Arrangement a

ORCA calculation (wB97M-V/def2-TZVPD) on the molecule C5H9NS.

```
16
Properties=species:S:1:pos:R:3:nbo_charge:R:1
C 1.5758 -0.0638 0.4785 -0.030
C 0.5973 1.2668 0.3039 -0.451
C -0.5906 0.6026 -0.3079 -0.306
C -0.7342 -0.7170 0.3071 -0.352
C 0.6468 -1.2576 -0.0116 -0.413
H 3.4681 0.4660 -0.0498 0.357
H 2.3183 0.5923 -1.2318 0.354
H 1.8433 -0.0754 1.5016 0.201
H 0.3410 1.7134 1.2818 0.214
H 1.0492 2.1429 -0.1795 0.215
H -0.2638 0.3326 -1.3936 0.194
H -0.8372 -0.7565 1.3451 0.199
H 0.8976 -1.4664 -1.0799 0.223
H 0.8968 -2.2232 0.4271 0.222
N 2.6580 -0.0667 -0.4629 -0.820
S -2.3306 0.0471 -0.1251 0.193
```

Computed properties:
SMILES   NC1C[C@@H]2S[C@H]2C1
Frontier orbital gap   9.53 eV
HOMO energy   -8.6 eV



Arrangement b

ORCA calculation (wB97M-V/def2-TZVPD) on the molecule C5H9NS.

```
16
Properties=species:S:1:pos:R:3:nbo_charge:R:1
C 0.7668 1.7296 -1.6936 -0.639
C 0.5587 0.7173 -0.6194 -0.116
C -0.1536 -0.4040 -0.6973 -0.268
C -0.3920 -1.1278 0.6147 -0.094
C 0.7071 -0.6426 1.5113 -0.520
H 0.3003 1.4101 -2.6106 0.219
H 1.7864 1.8552 -1.8494 0.222
H 0.2866 2.6698 -1.4010 0.223
H -0.6040 -0.7365 -1.6356 0.210
H -0.2180 -2.2213 0.5101 0.197
H -2.4337 -1.3460 0.4429 0.363
H -1.9463 -0.0252 1.2900 0.356
H 1.6070 -1.2815 1.4403 0.226
H 0.3715 -0.6633 2.5411 0.237
N -1.7457 -1.0010 1.1200 -0.825
S 1.1089 1.0673 1.0364 0.210
```

Computed properties:
SMILES   CC1=C[C@H](N)CS1
Frontier orbital gap   9.06 eV
HOMO energy   -8.1 eV



The data favor arrangement b; the next most stable structure lies 0.1183 hartree above it.



Arrangement a

ORCA calculation (wB97M-V/def2-TZVPD) on a cluster of 2 separate species, C2H8N3S in total.

```
14
Properties=species:S:1:pos:R:3:nbo_charge:R:1
C 1.5427 -0.2545 1.1285 -0.479
C 1.2526 0.5009 -0.0412 0.336
N 1.2452 1.6108 -0.7451 -0.662
N -1.4291 0.3839 -0.1415 -0.846
N -1.7723 -1.0407 -0.4063 -0.580
S 1.3678 -1.2199 -0.4428 0.258
H 2.5753 -0.0163 1.4580 0.263
H 0.8984 -0.5778 1.8477 0.269
H 1.2958 2.4403 -0.2188 0.425
H 0.7488 1.5825 -1.6162 0.450
H -1.8602 0.6583 0.8160 0.327
H -2.7574 -1.2922 -0.0172 0.421
H -1.0665 -1.7143 -0.1775 0.393
H -2.0411 -1.0611 -1.4437 0.424
```

Computed properties:
Net charge   +1
Frontier orbital gap   7.45 eV
HOMO energy   -11.9 eV



Arrangement b

ORCA calculation (wB97M-V/def2-TZVPD) on a structure of composition C2H8N3S.

```
14
Properties=species:S:1:pos:R:3:nbo_charge:R:1
C -0.9167 0.1197 -0.2827 0.509
C -2.2061 -0.2515 0.1827 -0.694
N -0.8470 1.2273 -1.0810 -0.743
N 3.1620 -0.4468 0.6487 -0.925
N 0.1882 -0.4021 0.1289 -0.701
S 2.3794 0.1300 -0.5580 0.702
H -2.4129 -1.2332 -0.1886 0.265
H -2.9790 0.4858 -0.2384 0.250
H -2.1799 -0.3863 1.2874 0.266
H -1.6102 1.5317 -1.6018 0.416
H 0.1154 1.3810 -1.3358 0.395
H 3.3743 -1.4146 0.8177 0.423
H 3.7800 0.2819 1.2940 0.441
H 0.1525 -1.0231 0.9271 0.396
```

Computed properties:
Net charge   +1
Frontier orbital gap   8.50 eV
HOMO energy   -14.0 eV



Arrangement c

ORCA calculation (wB97M-V/def2-TZVPD) on the ion C2H8N3S with charge +1.

```
14
Properties=species:S:1:pos:R:3:nbo_charge:R:1
C -0.6377 -0.8597 -0.1096 -0.171
C -0.1633 1.5994 0.4591 -0.438
N 1.3380 -0.2433 0.4676 -0.361
N 2.2804 -0.9431 -0.2282 -0.623
N -1.0879 0.4756 -0.2908 -0.537
S 1.4738 1.3796 -0.0972 0.557
H -0.3819 -1.4667 -0.9921 0.228
H -1.0485 -1.2947 0.7373 0.218
H -0.4822 2.5907 0.1364 0.259
H -0.2703 1.3194 1.5419 0.259
H 2.1754 -1.2428 -1.2135 0.364
H 2.4260 -1.8148 0.2652 0.376
H -0.9263 0.7816 -1.2574 0.440
H -1.9912 0.6144 -0.0193 0.430
```

Computed properties:
Net charge   +1
Frontier orbital gap (alpha / beta)   8.42 / 8.42 eV
HOMO energy (alpha / beta)   -12.9 / -12.9 eV



The data favor arrangement b; the next most stable structure lies 0.1047 hartree above it.